{
  "formula": "C34H80ClFN12O9P",
  "method": "ωB97M-V/def2-TZVPD",
  "symbols": ["C", "C", "C", "C", "N", "N", "C", "C", "C", "N", "N", "C", "C", "C", "F", "P", "O", "Cl", "H", "H", "H", "H", "H", "H", "H", "H", "H", "H", "H", "H", "H", "H", "H", "H", "H", "H", "H", "H", "H", "H", "H", "H", "C", "C", "O", "N", "C", "H", "H", "H", "H", "H", "H", "H", "C", "C", "O", "N", "C", "H", "H", "H", "H", "H", "H", "H", "C", "C", "O", "N", "C", "H", "H", "H", "H", "H", "H", "H", "C", "C", "O", "N", "C", "H", "H", "H", "H", "H", "H", "H", "C", "C", "O", "N", "C", "H", "H", "H", "H", "H", "H", "H", "C", "C", "O", "N", "C", "H", "H", "H", "H", "H", "H", "H", "C", "C", "O", "N", "C", "H", "H", "H", "H", "H", "H", "H", "C", "C", "O", "N", "C", "H", "H", "H", "H", "H", "H", "H"],
  "positions_angstrom": [[-0.453, 2.582, -0.457], [0.931, 1.845, -0.971], [0.535, 1.010, -2.340], [1.668, 1.146, -3.517], [1.157, 1.766, -4.815], [2.254, 1.778, -5.656], [2.798, 3.163, -5.914], [2.963, 4.120, -4.599], [-0.029, 1.022, -5.377], [0.007, -0.373, -5.330], [-1.301, 1.670, -5.939], [-2.147, 2.281, -4.843], [-1.487, 3.611, -4.130], [-2.640, 4.350, -3.186], [-0.946, 4.583, -5.152], [-2.310, 0.473, -6.817], [-3.667, 1.257, -7.634], [-3.259, -0.894, -5.454], [-1.393, 1.846, -0.475], [-0.760, 3.490, -1.168], [-0.349, 2.944, 0.662], [1.195, 1.032, -0.142], [1.833, 2.604, -1.141], [-0.548, 1.326, -2.654], [0.476, -0.136, -2.034], [2.549, 1.810, -3.066], [2.125, 0.056, -3.674], [2.998, 1.101, -5.376], [2.219, 3.772, -6.742], [3.897, 3.010, -6.354], [2.261, 3.876, -3.697], [4.088, 4.216, -4.222], [2.669, 5.223, -4.949], [0.395, -0.961, -6.113], [-0.425, -0.859, -4.499], [-2.434, 1.493, -3.995], [-3.186, 2.590, -5.344], [-0.563, 3.368, -3.428], [-3.547, 4.735, -3.844], [-2.208, 5.324, -2.650], [-3.067, 3.657, -2.342], [-4.437, 1.210, -6.986], [8.376, 3.679, -2.632], [7.201, 3.911, -3.539], [6.058, 3.582, -3.227], [7.429, 4.509, -4.745], [8.684, 4.967, -5.292], [8.037, 3.196, -1.711], [9.102, 3.023, -3.120], [8.842, 4.633, -2.371], [6.589, 4.631, -5.299], [8.597, 6.038, -5.491], [8.855, 4.440, -6.234], [9.523, 4.789, -4.619], [-5.152, 4.348, 1.401], [-4.060, 3.349, 1.139], [-3.369, 3.386, 0.124], [-3.843, 2.377, 2.073], [-4.538, 2.163, 3.320], [-5.204, 5.057, 0.571], [-6.115, 3.837, 1.480], [-4.940, 4.903, 2.318], [-3.091, 1.743, 1.825], [-3.807, 2.220, 4.129], [-4.973, 1.161, 3.298], [-5.326, 2.898, 3.489], [10.058, 4.457, 1.069], [10.052, 5.498, -0.015], [10.377, 5.241, -1.172], [9.669, 6.766, 0.316], [9.255, 7.267, 1.605], [10.384, 3.499, 0.653], [10.754, 4.745, 1.861], [9.050, 4.332, 1.474], [9.691, 7.410, -0.467], [8.242, 7.666, 1.504], [9.933, 8.076, 1.888], [9.266, 6.495, 2.376], [1.104, -4.251, -8.573], [0.107, -3.242, -8.077], [0.199, -2.723, -6.967], [-0.928, -2.905, -8.900], [-1.212, -3.396, -10.227], [1.868, -4.417, -7.808], [0.605, -5.203, -8.775], [1.595, -3.880, -9.476], [-1.557, -2.220, -8.496], [-1.221, -2.543, -10.910], [-2.203, -3.856, -10.214], [-0.476, -4.127, -10.568], [-2.019, 0.233, 7.661], [-2.735, -0.033, 6.367], [-3.751, 0.578, 6.044], [-2.225, -0.988, 5.535], [-1.053, -1.808, 5.730], [-2.543, 1.017, 8.214], [-2.006, -0.672, 8.274], [-0.999, 0.573, 7.462], [-2.762, -1.109, 4.685], [-0.366, -1.620, 4.901], [-1.364, -2.855, 5.707], [-0.549, -1.599, 6.674], [-3.825, -4.367, 7.982], [-2.469, -4.189, 8.606], [-1.793, -3.179, 8.426], [-1.989, -5.195, 9.395], [-2.622, -6.449, 9.728], [-4.070, -3.485, 7.384], [-3.824, -5.241, 7.326], [-4.584, -4.477, 8.762], [-1.071, -5.002, 9.779], [-2.724, -6.499, 10.815], [-1.970, -7.258, 9.391], [-3.604, -6.557, 9.266], [-6.703, -3.971, 5.508], [-6.303, -5.407, 5.315], [-5.961, -6.123, 6.253], [-6.327, -5.915, 4.048], [-6.695, -5.244, 2.824], [-6.633, -3.712, 6.569], [-6.030, -3.316, 4.948], [-7.736, -3.823, 5.184], [-6.045, -6.887, 3.999], [-7.533, -5.788, 2.378], [-5.840, -5.285, 2.145], [-6.982, -4.205, 2.986], [-0.320, -5.850, 4.270], [-1.752, -5.645, 4.679], [-2.145, -4.595, 5.180], [-2.629, -6.672, 4.478], [-2.368, -7.973, 3.909], [0.255, -4.947, 4.491], [0.114, -6.682, 4.830], [-0.261, -6.043, 3.195], [-3.573, -6.458, 4.778], [-3.007, -8.093, 3.031], [-2.634, -8.728, 4.653], [-1.324, -8.100, 3.620]],
  "mulliken_charge": [-0.668, -0.490, 0.181, -1.105, 1.254, -0.617, -0.395, -0.387, -0.736, 0.096, 0.131, -0.618, 1.067, -1.193, -0.404, 0.341, -0.464, -0.215, 0.138, 0.019, 0.412, 0.293, 0.271, -0.377, 0.411, 0.427, 0.302, 0.333, 0.225, 0.297, 0.086, -0.004, 0.303, 0.190, 0.285, 0.389, 0.417, -0.364, 0.345, 0.318, 0.276, 0.343, -1.194, 0.754, -0.635, -0.096, -0.878, 0.284, 0.369, 0.289, 0.185, 0.283, 0.293, 0.347, -1.378, 0.725, -0.539, -0.072, -0.820, 0.270, 0.372, 0.371, 0.191, 0.270, 0.215, 0.365, -1.368, 0.821, -0.710, -0.148, -0.828, 0.289, 0.427, 0.366, 0.238, 0.283, 0.289, 0.319, -1.424, 0.879, -0.732, -0.057, -0.901, 0.295, 0.390, 0.405, 0.121, 0.298, 0.304, 0.346, -1.147, 0.770, -0.676, -0.039, -0.541, 0.322, 0.216, 0.358, 0.196, 0.322, 0.058, 0.305, -0.860, 0.493, -0.626, -0.169, -0.877, 0.038, 0.262, 0.570, 0.262, 0.292, 0.275, 0.326, -1.489, 0.940, -0.658, -0.130, -0.892, 0.310, 0.362, 0.450, 0.261, 0.312, 0.274, 0.332, -1.547, 0.891, -0.575, -0.036, -1.054, 0.253, 0.390, 0.420, 0.057, 0.288, 0.321, 0.411],
  "largest_force_ha_per_bohr": 0.0939,
  "charge": 1
}

***

{
  "formula": "C29H49Cl47",
  "method": "ωB97M-V/def2-TZVPD",
  "symbols": ["Cl", "C", "C", "Cl", "H", "H", "H", "H", "Cl", "C", "C", "Cl", "H", "H", "H", "H", "Cl", "C", "C", "Cl", "H", "H", "H", "H", "Cl", "C", "C", "Cl", "H", "H", "H", "H", "Cl", "C", "C", "Cl", "H", "H", "H", "H", "Cl", "C", "C", "Cl", "H", "H", "H", "H", "Cl", "C", "C", "Cl", "H", "H", "H", "H", "Cl", "C", "C", "Cl", "H", "H", "H", "H", "Cl", "C", "C", "Cl", "H", "H", "H", "H", "Cl", "C", "C", "Cl", "H", "H", "H", "H", "C", "Cl", "Cl", "Cl", "H", "C", "Cl", "Cl", "Cl", "H", "C", "Cl", "Cl", "Cl", "H", "C", "Cl", "Cl", "Cl", "H", "C", "Cl", "Cl", "Cl", "H", "C", "Cl", "Cl", "Cl", "H", "C", "Cl", "Cl", "Cl", "H", "C", "Cl", "Cl", "Cl", "H", "C", "Cl", "Cl", "Cl", "H"],
  "positions_angstrom": [[-3.005, -6.591, 2.026], [-2.743, -5.469, 0.629], [-3.129, -4.014, 0.928], [-1.999, -3.255, 2.009], [-3.304, -5.841, -0.229], [-1.700, -5.598, 0.337], [-4.132, -4.011, 1.357], [-3.195, -3.387, 0.039], [-6.471, -1.603, -1.790], [-6.515, -0.564, -0.339], [-7.280, -1.313, 0.803], [-6.208, -2.132, 2.012], [-7.060, 0.340, -0.611], [-5.460, -0.389, -0.125], [-8.036, -2.006, 0.435], [-7.925, -0.614, 1.334], [4.009, 1.345, -3.315], [2.298, 1.211, -3.827], [2.235, 1.543, -5.322], [2.202, 3.266, -5.676], [1.659, 1.919, -3.300], [1.974, 0.219, -3.511], [1.288, 1.167, -5.709], [3.047, 1.073, -5.876], [-3.462, -6.324, -4.156], [-2.699, -5.054, -5.167], [-3.205, -3.708, -4.701], [-2.639, -3.385, -3.076], [-3.019, -5.203, -6.199], [-1.624, -5.235, -5.182], [-4.295, -3.715, -4.669], [-2.833, -2.867, -5.285], [1.123, -7.998, -3.394], [1.335, -6.578, -2.342], [0.222, -5.505, -2.544], [0.475, -4.218, -1.315], [2.311, -6.124, -2.515], [1.209, -6.884, -1.304], [-0.751, -5.920, -2.279], [0.076, -5.023, -3.510], [2.956, 3.813, 1.714], [3.130, 3.733, -0.034], [2.268, 4.822, -0.705], [2.636, 4.767, -2.455], [2.755, 2.729, -0.233], [4.177, 3.786, -0.330], [2.496, 5.804, -0.291], [1.203, 4.619, -0.594], [2.713, -0.762, 4.646], [3.722, 0.441, 3.792], [4.175, 1.617, 4.640], [2.672, 2.418, 5.101], [3.210, 0.922, 2.958], [4.522, -0.153, 3.351], [4.822, 2.325, 4.123], [4.644, 1.412, 5.603], [1.924, -0.483, -0.852], [0.354, -0.759, -0.119], [-0.060, 0.326, 0.860], [-0.267, 1.944, 0.068], [0.505, -1.760, 0.285], [-0.420, -0.835, -0.883], [0.603, 0.514, 1.704], [-0.970, 0.023, 1.379], [-2.507, 4.005, 4.970], [-0.801, 4.156, 4.466], [-0.507, 3.156, 3.342], [-0.502, 1.521, 3.904], [-0.208, 4.062, 5.376], [-0.766, 5.178, 4.091], [0.475, 3.526, 3.046], [-1.158, 3.271, 2.476], [3.735, -3.950, -1.891], [3.910, -3.321, -0.171], [5.007, -2.249, -0.161], [5.464, -1.896, 1.534], [4.142, -4.202, 0.427], [2.928, -2.935, 0.102], [4.756, -1.289, -0.612], [5.942, -2.579, -0.614], [2.445, -2.896, -5.450], [2.294, -4.621, -5.914], [1.109, -2.327, -4.409], [2.643, -1.797, -6.851], [3.293, -2.724, -4.787], [2.916, -4.326, 3.605], [2.172, -4.999, 5.107], [1.574, -3.963, 2.396], [4.154, -5.428, 2.900], [3.414, -3.398, 3.887], [0.252, 6.538, -4.031], [0.362, 7.935, -2.991], [-0.612, 6.941, -5.524], [-0.750, 5.277, -3.293], [1.291, 6.279, -4.234], [8.189, 1.157, 0.524], [6.519, 1.292, -0.040], [8.321, 1.705, 2.181], [9.262, 1.923, -0.629], [8.344, 0.078, 0.513], [-2.549, 1.980, -2.608], [-1.315, 1.304, -3.675], [-3.309, 0.739, -1.652], [-3.782, 2.856, -3.609], [-2.124, 2.737, -1.949], [-1.377, 7.455, 0.940], [-3.151, 7.817, 1.143], [-1.267, 5.799, 0.207], [-0.464, 7.397, 2.427], [-1.037, 8.197, 0.218], [-5.125, 4.222, 0.747], [-5.614, 5.296, 2.058], [-3.533, 3.576, 1.143], [-5.202, 4.893, -0.926], [-5.808, 3.374, 0.788], [-4.393, 0.661, 3.666], [-5.735, 1.705, 3.279], [-3.680, -0.108, 2.213], [-4.831, -0.555, 4.955], [-3.598, 1.345, 3.966], [-1.071, -0.457, 7.003], [-1.251, -1.354, 5.481], [-0.702, -1.610, 8.355], [-2.486, 0.581, 7.383], [-0.245, 0.234, 6.832]],
  "mulliken_charge": [-0.218, -0.218, -0.197, -0.038, 0.364, 0.000, 0.245, 0.001, -0.190, 0.314, -0.597, -0.122, 0.302, -0.471, 0.444, 0.289, -0.191, 0.617, -0.413, -0.168, 0.005, -0.458, 0.238, 0.368, -0.186, -0.339, -0.645, -0.011, 0.382, 0.156, 0.327, 0.313, -0.226, -0.182, -0.155, 0.160, 0.106, 0.311, 0.289, -0.177, -0.185, -0.035, 0.062, -0.156, -0.313, 0.437, 0.410, -0.291, -0.137, 0.294, -0.655, -0.108, -0.072, -0.060, 0.341, 0.399, 0.188, -0.086, -0.081, 0.444, -0.143, 0.193, -0.141, -0.220, -0.218, -0.220, 0.803, 0.250, 0.378, -0.053, -0.347, -0.521, -0.186, 0.366, -0.140, -0.218, 0.191, -0.424, -0.074, 0.420, 0.034, -0.128, -0.040, -0.133, 0.239, 0.174, -0.133, 0.012, -0.146, 0.063, 0.003, -0.122, -0.150, 0.042, 0.203, 0.032, -0.011, -0.127, -0.121, 0.233, 0.276, -0.011, 0.222, -0.132, -0.384, -0.191, -0.112, -0.002, -0.112, 0.369, -0.064, -0.098, 0.100, -0.100, 0.134, 0.494, -0.139, 0.139, -0.102, -0.297, 0.108, -0.016, -0.146, -0.105, 0.121],
  "largest_force_ha_per_bohr": 0.0481
}

***

no.,lowest unoccupied orbital energy (eV),E (eV),HOMO-LUMO gap (eV)
1,-5.2,-97382.9664,4.71
2,0.2,-619423.9588,10.73